This record from the OMol25 dataset describes a 2-piece molecular cluster, C3H10S3 overall at a distorted geometry. The level of theory is wB97M-V/def2-TZVPD.

Calculated values
Relative energy (zero: lowest compared OMol25 entry of this formula, charge and spin)   70.1 kJ/mol
F_max   2.3 eV Å⁻¹
Orbital gap   9.54 eV
Lowest unoccupied orbital energy   0.65 eV
Total energy   -35778.113 eV

Structure (ORCA input):
```
! wB97M-V def2-TZVPD RIJCOSX def2/J DEFGRID3
* xyz 0 1
S -6.1419 1.6786 -0.0223
S 4.5597 -0.4318 0.3856
S 5.4437 -1.9747 1.2737
C -6.3979 2.6171 -1.5745
C 3.9997 -3.1919 1.2411
C -5.2333 2.2732 -2.5672
H -5.3073 1.2157 -2.7813
H -4.8947 2.1393 0.1684
H 4.2816 -3.7927 2.1038
H 3.1293 -2.6014 1.5108
H 5.0683 -0.2489 -0.8608
H -4.3089 2.4818 -2.0278
H -7.3198 2.4713 -2.1351
H -6.3057 3.6998 -1.4496
H 3.8764 -3.5332 0.2212
H -5.3069 2.9257 -3.4331
*
```